{"formula": "C42H45CaGeN9O2SSe", "method": "ωB97M-V/def2-TZVPD", "homo_ev": -1.2961, "homo_lumo_gap_ev": 5.297, "total_charge": -2, "lumo_energy_ev": 4.00, "e_above_lowest_ev": 0.517, "symbols": ["Ca", "O", "C", "N", "C", "C", "C", "C", "C", "C", "N", "C", "O", "C", "C", "C", "C", "C", "N", "C", "C", "C", "C", "C", "N", "H", "H", "H", "H", "H", "H", "H", "H", "H", "H", "H", "H", "N", "C", "S", "N", "N", "C", "C", "C", "C", "C", "C", "C", "C", "C", "C", "C", "C", "N", "H", "H", "H", "H", "H", "H", "H", "H", "H", "H", "H", "C", "Ge", "C", "C", "C", "Se", "C", "H", "H", "H", "H", "H", "H", "H", "H", "H", "H", "H", "H", "H", "H", "C", "C", "C", "C", "C", "C", "N", "H", "H", "H", "H", "H", "H", "H", "H"], "xyz": [[0.031179, -0.770606, -1.324492], [0.732979, -3.767473, 1.726463], [0.118606, -2.816054, 1.214505], [-0.373911, -2.668804, -0.015565], [-0.513485, -3.771928, -0.876314], [-0.452996, -5.105641, -0.446871], [-0.672848, -6.171693, -1.305943], [-0.954795, -5.934793, -2.641287], [-1.035327, -4.628393, -3.097485], [-0.822446, -3.533994, -2.251286], [-0.865330, -2.207608, -2.699533], [-1.521532, -1.833301, -3.788602], [-2.221026, -2.489354, -4.581331], [-1.433614, -0.340570, -4.073471], [-1.552926, 0.091605, -5.392548], [-1.561107, 1.447094, -5.652195], [-1.516345, 2.334479, -4.583449], [-1.412431, 1.818051, -3.304144], [-1.344610, 0.511141, -3.050003], [-0.202649, -1.665713, 2.156203], [-0.415175, -2.009969, 3.496085], [-0.760140, -1.029033, 4.401998], [-0.844603, 0.283599, 3.953406], [-0.573687, 0.537935, 2.620201], [-0.278228, -0.407155, 1.726455], [-0.212568, -5.300914, 0.585460], [-0.611826, -7.185763, -0.924978], [-1.109518, -6.758911, -3.329558], [-1.266922, -4.428371, -4.131491], [-1.626616, -0.648564, -6.175868], [-1.603211, 1.814521, -6.671287], [-1.540516, 3.405017, -4.738168], [-1.362573, 2.470472, -2.443528], [-0.289754, -3.043640, 3.784043], [-0.943624, -1.272405, 5.442692], [-1.111660, 1.096460, 4.616997], [-0.582782, 1.558160, 2.250936], [0.710814, 4.119561, 0.849107], [0.105797, 3.161455, 0.068611], [1.072781, 2.457845, -1.145243], [-1.155314, 2.970000, 0.405444], [-1.782179, 1.945202, -0.203475], [-2.974791, 1.698687, 0.217092], [-3.650518, 2.457902, 1.310223], [-4.222096, 1.767665, 2.379216], [-4.835502, 2.444810, 3.422996], [-4.879768, 3.831842, 3.422139], [-4.303773, 4.531347, 2.369591], [-3.694046, 3.852285, 1.325414], [-3.704724, 0.562996, -0.387885], [-5.104344, 0.533693, -0.359048], [-5.773549, -0.524732, -0.943600], [-5.037724, -1.535059, -1.536867], [-3.653633, -1.427432, -1.521247], [-2.999694, -0.409296, -0.971866], [1.576851, 4.490478, 0.501311], [0.108886, 4.704862, 1.405255], [-4.170921, 0.685218, 2.390937], [-5.278190, 1.889350, 4.241527], [-5.359069, 4.363266, 4.235984], [-4.329242, 5.614938, 2.363311], [-3.252720, 4.397500, 0.503858], [-5.654782, 1.342895, 0.101203], [-6.857226, -0.557435, -0.936975], [-5.512586, -2.384633, -2.008509], [-3.043962, -2.196775, -1.972394], [2.915052, 2.968368, 4.330618], [4.194712, 1.524486, 3.945764], [5.685378, 2.206651, 2.859825], [4.945143, 0.861455, 5.657964], [3.222313, 0.182458, 2.909630], [2.577736, 1.053246, 1.246171], [3.833035, 0.173986, 0.047621], [3.405714, 3.917498, 4.551290], [2.278774, 2.698830, 5.176134], [2.281564, 3.096839, 3.450682], [6.178739, 3.058853, 3.330514], [5.292573, 2.515191, 1.890378], [6.427335, 1.422695, 2.696510], [5.522947, 1.645313, 6.151873], [5.601528, 0.007306, 5.484309], [4.143399, 0.548726, 6.328947], [2.340051, -0.173529, 3.445600], [3.819386, -0.682579, 2.623425], [4.847405, 0.513009, 0.254392], [3.539775, 0.438345, -0.966195], [3.753545, -0.903730, 0.167596], [2.162005, 0.989374, -3.981342], [2.713415, -0.330456, -3.528768], [3.854374, -0.934879, -4.026566], [4.001154, -2.150382, -3.315631], [2.939024, -2.210683, -2.430315], [2.650524, -3.339930, -1.485285], [2.142420, -1.100118, -2.543941], [2.646677, 1.277057, -4.917187], [2.339081, 1.782497, -3.252870], [1.085010, 0.943111, -4.155770], [4.499769, -0.551676, -4.806999], [4.784881, -2.889041, -3.424993], [3.582677, -3.796374, -1.143748], [2.057434, -4.123219, -1.965526], [2.098691, -3.005016, -0.606262]], "forces_ev_per_a": [[0.47, 2.29, 1.18], [-0.08, 0.02, 0.02], [-0.10, -0.14, -0.05], [-0.09, -0.27, 0.02], [-0.09, -0.32, -0.16], [-0.01, 0.02, 0.09], [-0.03, 0.04, -0.08], [0.03, -0.05, 0.06], [0.05, 0.06, -0.04], [-0.12, -0.27, 0.00], [-0.61, -0.76, -0.63], [0.14, -0.13, -0.15], [0.03, -0.04, -0.03], [-0.30, 0.05, -0.14], [0.05, 0.00, -0.05], [0.01, 0.05, 0.06], [-0.05, -0.12, -0.10], [-0.04, 0.17, -0.03], [0.41, -0.11, -0.46], [0.06, 0.06, 0.23], [0.08, 0.00, 0.03], [0.02, 0.07, -0.04], [0.03, -0.07, 0.02], [0.02, 0.21, -0.10], [-0.26, -0.42, -0.22], [0.03, 0.04, 0.00], [0.01, 0.00, 0.01], [-0.01, 0.01, -0.01], [-0.01, 0.02, 0.00], [-0.02, -0.03, 0.02], [-0.03, -0.01, -0.01], [0.00, 0.01, 0.03], [0.07, -0.08, -0.02], [-0.01, -0.01, -0.03], [-0.02, -0.02, -0.01], [0.03, 0.02, -0.02], [-0.08, 0.01, -0.08], [0.01, -0.01, -0.02], [0.23, 0.28, -0.11], [-0.18, -0.21, -0.20], [-0.06, 0.14, 0.42], [-0.02, -0.21, 0.06], [0.10, 0.07, 0.05], [0.10, 0.03, 0.12], [0.06, 0.00, -0.05], [-0.03, 0.03, 0.05], [0.00, -0.03, 0.01], [-0.04, 0.00, -0.03], [-0.15, 0.00, -0.07], [-0.23, -0.09, -0.15], [0.04, 0.08, -0.04], [-0.03, -0.04, -0.02], [-0.03, 0.06, 0.01], [-0.12, -0.02, 0.03], [0.07, -0.25, 0.37], [0.01, -0.02, 0.03], [-0.03, -0.02, -0.01], [-0.02, 0.00, 0.00], [0.03, -0.02, 0.00], [0.01, 0.00, 0.00], [0.00, 0.00, -0.01], [0.05, 0.00, 0.04], [0.02, 0.00, 0.02], [0.00, 0.01, 0.00], [0.03, -0.02, 0.00], [-0.02, -0.05, 0.06], [0.03, -0.11, -0.01], [0.05, 0.07, -0.03], [-0.07, -0.07, 0.02], [-0.10, 0.00, -0.14], [-0.05, 0.10, -0.07], [0.32, -0.18, 0.25], [0.06, 0.15, 0.08], [0.03, -0.02, 0.01], [0.01, 0.00, 0.00], [0.00, 0.07, 0.01], [-0.02, -0.01, 0.03], [0.01, 0.01, 0.00], [0.00, 0.01, 0.01], [-0.01, 0.01, -0.01], [0.00, 0.00, 0.00], [0.01, -0.01, 0.00], [0.02, -0.04, 0.02], [0.02, -0.01, 0.07], [0.02, -0.02, -0.03], [0.03, -0.04, -0.04], [-0.01, -0.01, -0.05], [0.00, -0.16, 0.13], [0.06, -0.04, -0.08], [0.01, -0.01, -0.01], [0.04, 0.02, 0.10], [0.17, 0.01, 0.00], [-0.04, 0.13, -0.13], [0.13, 0.06, -0.06], [-0.03, 0.02, -0.02], [0.00, 0.06, -0.07], [-0.01, 0.04, -0.04], [-0.05, 0.05, -0.01], [-0.03, -0.02, 0.00], [0.00, 0.00, 0.03], [-0.05, -0.01, 0.08], [0.04, -0.07, 0.06]], "lowdin_charge": [1.245, -0.023, -0.516, -0.023, -0.240, -0.041, -0.131, -0.131, -0.034, -0.232, -0.074, -0.525, -0.019, -0.197, -0.016, -0.081, -0.072, -0.175, 0.042, -0.192, -0.022, -0.088, -0.082, -0.172, 0.098, 0.087, 0.081, 0.080, 0.091, 0.109, 0.095, 0.094, 0.052, 0.106, 0.093, 0.095, 0.085, 0.038, -0.936, 0.554, -0.052, 0.064, -0.210, -0.183, -0.048, -0.099, -0.119, -0.100, -0.041, -0.220, -0.035, -0.088, -0.058, -0.106, 0.131, 0.058, 0.078, 0.121, 0.093, 0.088, 0.091, 0.104, 0.105, 0.095, 0.099, 0.093, -0.224, 0.730, -0.233, -0.239, -0.570, 0.815, -0.385, 0.008, 0.011, -0.014, 0.007, 0.000, 0.014, 0.002, 0.006, 0.005, -0.004, 0.015, 0.012, -0.003, 0.021, -0.083, -0.425, -0.126, -0.124, -0.423, -0.050, -0.040, 0.066, -0.010, 0.040, 0.066, 0.068, 0.069, 0.069, 0.046]}

***

{"formula": "C42H45IrN4O4P2S2", "method": "ωB97M-V/def2-TZVPD", "homo_ev": [-13.4558, -13.4050], "homo_lumo_gap_ev": [7.479, 7.498], "total_charge": 2, "lumo_energy_ev": [-5.98, -5.91], "e_above_lowest_ev": 0.000, "symbols": ["Ir", "C", "C", "C", "C", "C", "C", "C", "S", "O", "O", "N", "C", "C", "C", "C", "C", "N", "H", "H", "H", "H", "H", "H", "H", "H", "H", "H", "H", "O", "P", "C", "P", "O", "C", "C", "C", "C", "C", "C", "C", "C", "C", "C", "C", "C", "C", "C", "C", "C", "C", "C", "C", "C", "C", "C", "C", "C", "H", "H", "H", "H", "H", "H", "H", "H", "H", "H", "H", "H", "H", "H", "H", "H", "H", "H", "H", "H", "H", "H", "C", "C", "N", "C", "S", "N", "C", "C", "H", "H", "H", "H", "H", "H", "H", "H", "H", "H", "H", "H"], "xyz": [[0.127567, 0.100754, -0.449259], [-1.338098, -7.053791, 1.910785], [-1.374056, -5.858099, 0.999420], [-2.508868, -5.047228, 0.930421], [-2.532955, -3.920897, 0.130482], [-1.401693, -3.607705, -0.613903], [-0.263755, -4.402877, -0.582393], [-0.265267, -5.530125, 0.219544], [-1.415416, -2.140780, -1.549152], [-0.041654, -1.799924, -1.943439], [-2.361565, -2.187027, -2.622745], [-1.755123, -0.964771, -0.455979], [-2.516322, 0.131433, -0.831496], [-3.840746, 0.184244, -1.241541], [-4.356968, 1.425348, -1.560722], [-3.553293, 2.564938, -1.466922], [-2.248638, 2.424179, -1.056797], [-1.751549, 1.216796, -0.750902], [-2.206022, -7.075706, 2.566615], [-0.438598, -7.042599, 2.526978], [-1.324754, -7.979585, 1.332948], [-3.382440, -5.301776, 1.518680], [-3.411053, -3.286141, 0.092406], [0.599587, -4.129854, -1.178130], [0.612067, -6.168488, 0.244490], [-4.422273, -0.724335, -1.315623], [-5.387937, 1.513420, -1.880813], [-3.942424, 3.544510, -1.705083], [-1.578837, 3.269139, -0.957936], [0.041094, -0.463968, 1.671157], [0.960450, 0.005459, 2.783812], [2.578052, -0.786415, 2.555437], [3.298612, -0.315934, 0.967110], [2.188232, -0.209317, -0.067990], [4.397659, -1.645086, 0.500866], [5.785904, -1.529446, 0.537001], [6.572231, -2.607083, 0.151904], [5.977616, -3.785305, -0.275173], [4.591470, -3.895753, -0.328215], [3.798776, -2.828280, 0.055518], [4.233780, 1.189635, 1.157792], [4.025731, 2.221039, 0.245435], [4.768765, 3.388969, 0.351197], [5.714665, 3.523007, 1.358861], [5.934912, 2.486236, 2.259197], [5.196147, 1.319497, 2.163074], [1.204694, 1.781107, 2.836557], [2.033373, 2.334003, 3.817464], [2.206565, 3.707289, 3.882773], [1.543838, 4.533390, 2.982397], [0.716196, 3.990408, 2.010339], [0.548026, 2.615647, 1.936876], [0.388062, -0.537605, 4.382692], [0.279785, -1.919976, 4.575512], [-0.147892, -2.413702, 5.795096], [-0.476180, -1.534822, 6.821589], [-0.383640, -0.164378, 6.627250], [0.040885, 0.341312, 5.407110], [2.389942, -1.861217, 2.496101], [3.244428, -0.590274, 3.397732], [6.251416, -0.604759, 0.851711], [7.651418, -2.522189, 0.179022], [6.595728, -4.622789, -0.574143], [4.134882, -4.815262, -0.673262], [2.716458, -2.897444, -0.001506], [3.295536, 2.099029, -0.545136], [4.616087, 4.191590, -0.359934], [6.286491, 4.438696, 1.443548], [6.690257, 2.586736, 3.029060], [5.376999, 0.506120, 2.859524], [2.540583, 1.689677, 4.529127], [2.852802, 4.134407, 4.639704], [1.668666, 5.607790, 3.046147], [0.197615, 4.643985, 1.319713], [-0.107293, 2.193301, 1.195996], [0.514698, -2.602565, 3.764901], [-0.222790, -3.483199, 5.947612], [-0.814707, -1.920914, 7.774341], [-0.639545, 0.518821, 7.427186], [0.091016, 1.411393, 5.253641], [1.868309, -0.469567, -6.776981], [1.223433, -1.190549, -5.603016], [1.325683, -0.415710, -4.353659], [0.479978, 0.399657, -3.759459], [1.096417, 1.226565, -2.314023], [-0.719666, 0.749593, -4.189668], [-1.442821, 0.436727, -5.439196], [-2.379967, -0.751594, -5.316001], [1.783257, -1.078187, -7.678463], [2.929625, -0.293175, -6.590860], [1.391162, 0.494498, -6.965023], [1.732604, -2.134250, -5.416961], [0.184347, -1.423908, -5.802143], [2.211018, -0.486178, -3.877744], [-1.216352, 1.337571, -3.539825], [-0.722168, 0.294437, -6.236797], [-2.008609, 1.333894, -5.682799], [-1.843717, -1.669537, -5.070934], [-2.910251, -0.895916, -6.258769], [-3.116297, -0.589383, -4.527739]], "forces_ev_per_a": [[-0.58, 0.81, 1.77], [-0.02, 0.01, -0.10], [-0.03, 0.02, 0.07], [-0.02, -0.07, 0.03], [0.07, -0.03, -0.08], [-0.05, 0.07, 0.26], [-0.01, 0.12, -0.08], [0.06, -0.08, 0.00], [0.84, 0.20, -0.95], [-0.13, -1.36, -0.32], [-0.42, -0.08, 0.37], [1.41, 0.65, -0.01], [-0.41, -0.09, -0.25], [-0.13, -0.08, 0.00], [0.02, -0.04, 0.01], [-0.09, -0.08, 0.01], [0.38, 0.19, 0.15], [1.11, -0.37, 0.13], [0.01, -0.02, 0.00], [-0.01, -0.01, 0.00], [-0.01, 0.01, 0.00], [0.04, 0.01, 0.00], [0.04, -0.04, 0.03], [-0.05, -0.03, 0.04], [-0.05, 0.05, 0.03], [0.00, 0.05, 0.00], [0.05, 0.00, 0.00], [0.02, -0.01, 0.03], [0.02, -0.06, -0.05], [-0.46, 0.17, -0.55], [-0.24, 0.24, 0.15], [-0.09, 0.14, -0.05], [0.34, -0.23, 0.07], [-0.67, 0.20, -0.48], [-0.04, 0.01, -0.16], [-0.08, -0.04, -0.01], [0.03, 0.00, 0.00], [-0.01, 0.00, 0.01], [-0.01, -0.01, 0.00], [0.04, 0.00, 0.06], [-0.12, 0.07, -0.07], [0.04, 0.01, 0.04], [0.00, 0.03, 0.00], [-0.05, -0.01, -0.04], [0.03, -0.01, 0.04], [-0.11, -0.06, 0.02], [0.09, -0.03, 0.07], [0.12, -0.01, -0.14], [0.05, -0.07, 0.04], [0.02, 0.05, -0.01], [0.07, 0.03, 0.07], [0.00, 0.09, 0.17], [-0.07, -0.20, -0.07], [0.02, 0.09, 0.04], [0.00, -0.06, -0.03], [0.00, 0.02, -0.02], [-0.01, 0.04, 0.03], [-0.01, -0.05, -0.07], [0.01, -0.04, 0.11], [0.03, 0.00, -0.06], [0.02, -0.04, -0.04], [-0.05, 0.00, 0.00], [-0.02, 0.04, 0.01], [0.02, 0.04, 0.01], [0.04, -0.03, -0.01], [0.00, 0.04, 0.00], [-0.01, -0.03, 0.05], [0.00, -0.04, -0.02], [-0.06, 0.00, -0.02], [0.00, 0.08, 0.01], [0.00, 0.07, -0.01], [-0.04, -0.02, -0.03], [0.01, -0.06, -0.01], [0.01, -0.05, 0.01], [-0.15, -0.09, -0.12], [-0.01, -0.01, 0.07], [-0.03, 0.05, 0.00], [0.03, 0.00, -0.01], [-0.03, -0.04, -0.03], [0.00, -0.03, 0.04], [0.03, 0.02, 0.00], [0.06, 0.11, 0.00], [-0.03, -0.06, -0.26], [0.15, 0.19, -0.05], [-0.80, -0.20, -0.08], [-0.11, -0.21, -0.10], [-0.04, -0.11, 0.13], [0.00, -0.03, -0.01], [0.00, 0.03, 0.05], [-0.07, 0.01, -0.01], [0.03, -0.04, 0.00], [-0.02, -0.03, 0.05], [-0.03, -0.08, 0.09], [0.01, -0.01, 0.10], [0.03, 0.13, 0.01], [0.04, 0.10, -0.04], [0.03, 0.07, 0.00], [-0.05, 0.06, -0.01], [0.03, 0.02, 0.03], [0.04, -0.02, -0.05]], "lowdin_charge": [1.182, -0.033, -0.246, -0.013, -0.040, -0.301, -0.047, -0.023, 0.637, -0.405, -0.255, -0.167, -0.409, 0.019, -0.017, -0.036, -0.106, -0.030, 0.082, 0.087, 0.095, 0.124, 0.121, 0.109, 0.124, 0.128, 0.127, 0.119, 0.123, -0.438, 0.772, -0.264, 0.792, -0.521, -0.272, -0.053, -0.051, -0.050, -0.059, -0.075, -0.296, -0.057, -0.048, -0.047, -0.054, -0.096, -0.297, -0.092, -0.050, -0.048, -0.054, -0.079, -0.277, -0.074, -0.057, -0.048, -0.051, -0.060, 0.080, 0.091, 0.100, 0.118, 0.118, 0.112, 0.101, 0.074, 0.116, 0.118, 0.118, 0.115, 0.119, 0.118, 0.118, 0.111, 0.052, 0.108, 0.114, 0.118, 0.117, 0.105, -0.064, -0.198, 0.046, -0.696, 0.668, 0.058, -0.189, -0.070, 0.090, 0.084, 0.076, 0.129, 0.092, 0.131, 0.109, 0.094, 0.128, 0.064, 0.092, 0.069]}